4 unconnected molecules or ions with the total composition C17H30NO8. Source: the Open Molecules 2025 dataset; level of theory: ωB97M-V/def2-TZVPD.

The geometry in XYZ format:
```
56
Properties=species:S:1:pos:R:3:forces:R:3
C 0.90657 2.59554 -1.13153 0.19 0.31 0.07
C 0.30471 2.58097 -2.51405 0.05 0.08 -0.11
O -0.19795 1.30761 -2.78824 -0.26 0.22 0.23
C -0.37931 1.00395 -4.18925 0.38 -0.37 0.15
N 0.25740 -0.21137 -4.45697 0.10 -0.11 -0.13
C 0.49832 -0.36382 -5.84642 -0.02 -0.13 0.41
C 1.01817 -1.75965 -6.16997 0.10 -0.05 -0.01
O 2.45518 -1.85241 -6.23931 -0.16 -0.31 0.24
H 1.48314 3.51157 -0.98820 -0.04 0.12 0.03
H 1.60228 1.77133 -1.04409 0.04 -0.23 0.22
H 0.16571 2.55005 -0.33507 -0.09 -0.18 0.01
H -0.46474 3.36542 -2.59266 -0.09 -0.02 -0.11
H 1.09623 2.83631 -3.23153 0.00 0.00 -0.11
H 0.03236 1.85717 -4.77650 0.01 0.16 -0.06
H -1.48365 1.01236 -4.36040 -0.07 0.06 -0.06
H 1.29307 0.33093 -6.22870 -0.12 0.26 -0.28
H -0.40131 -0.18305 -6.47722 -0.04 0.03 -0.19
H 0.72114 -2.42349 -5.36246 -0.07 -0.07 0.03
H 0.60276 -2.12898 -7.11377 -0.04 -0.05 -0.07
H 2.72425 -1.26007 -6.93655 0.17 0.34 -0.20
O 2.49498 -0.21995 0.29573 0.43 -0.08 0.30
C 2.84828 -0.72352 -0.73732 -0.55 0.07 -0.36
O 4.13136 -1.08475 -0.97091 0.10 -0.01 0.02
C 4.25307 -1.55350 -2.33516 -0.10 -0.08 -0.11
C 2.84786 -1.97476 -2.75324 -0.04 0.10 -0.01
C 1.99136 -1.00516 -1.94620 0.49 -0.35 0.14
H 4.62809 -0.72683 -2.94201 -0.02 0.02 -0.01
H 4.98190 -2.36131 -2.34760 0.03 0.01 0.07
H 2.67513 -1.91335 -3.82664 0.05 0.12 0.04
H 2.65828 -3.00158 -2.43251 0.03 -0.03 0.02
H 1.81298 -0.07019 -2.48442 -0.24 -0.14 -0.13
H 1.03178 -1.41655 -1.65161 -0.13 0.23 -0.05
O -2.37605 2.35354 2.83142 -0.04 0.01 0.12
C -1.74144 1.38035 2.51822 -0.11 -0.04 -0.04
O -0.41824 1.29728 2.71060 0.13 -0.02 0.02
C 0.09470 0.04418 2.18569 -0.20 -0.17 -0.06
C -1.11585 -0.88306 2.16031 -0.07 0.02 0.08
C -2.25333 0.09974 1.88809 0.17 -0.14 0.14
H 0.50455 0.21236 1.19406 0.03 0.12 0.01
H 0.89086 -0.29874 2.83964 0.03 0.11 0.05
H -1.02211 -1.67688 1.42240 0.03 0.07 -0.08
H -1.26043 -1.34041 3.13993 0.01 -0.02 0.00
H -2.40746 0.27964 0.82232 0.00 0.01 -0.01
H -3.19637 -0.18685 2.34617 -0.08 0.08 -0.08
O -2.40891 -2.39253 5.80722 -0.02 -0.05 -0.02
C -2.53667 -1.26318 6.17811 -0.02 0.06 0.14
O -1.99546 -0.21752 5.51875 0.07 -0.01 -0.14
C -2.22647 1.01535 6.22309 -0.06 0.11 0.00
C -3.43963 0.73963 7.10692 0.03 -0.15 0.00
C -3.27661 -0.75235 7.40435 -0.09 0.24 -0.16
H -1.33162 1.24659 6.80438 0.00 -0.01 0.03
H -2.38443 1.79837 5.48569 0.03 -0.04 -0.06
H -3.47246 1.37458 7.98957 0.05 -0.01 0.02
H -4.35388 0.90418 6.53606 0.00 0.02 -0.01
H -2.64782 -0.93619 8.27719 0.00 -0.03 0.02
H -4.21428 -1.28704 7.52459 0.04 -0.09 0.05
```
Positions in Å, forces in eV/Å.

Its orbital gap is 4.472 eV. As for the max |F|: 0.66 eV/Å. Its molecular weight is 376.43 g mol⁻¹. Its net charge is -1. As for the HOMO energy: -2.2 eV.